Entry 1:
Below is C30H40GdN6O4 as an isolated structure, with properties calculated with ωB97M-V with the def2-TZVPD basis set.

Computed properties:
Total energy   -2562.42697 hartree
Frontier orbital gap (alpha / beta)   0.2501 / 0.1971 Eh

Structure (ORCA input):
```
! RIJCOSX wB97M-V def2-TZVPD def2/J DEFGRID3
* xyz -1 8
Gd 0.71 -0.03 0.02
C -1.48 2.75 2.98
C -0.97 1.41 2.45
O -0.19 1.46 1.44
C -1.35 0.26 3.12
C -0.87 -1.04 2.86
C -1.10 -2.13 3.89
N -0.18 -1.30 1.77
N 0.52 -2.51 1.80
C 1.34 -2.72 0.81
O 1.39 -2.12 -0.32
C 2.37 -3.74 1.17
C 3.70 -3.48 0.85
C 4.71 -4.29 1.34
C 4.39 -5.37 2.15
C 3.07 -5.64 2.46
C 2.06 -4.83 1.98
H -0.62 3.39 3.19
H -2.07 2.65 3.89
H -2.07 3.25 2.21
H -1.98 0.38 3.99
H -1.50 -1.72 4.82
H -0.16 -2.63 4.09
H -1.79 -2.87 3.49
H 3.91 -2.61 0.25
H 5.74 -4.07 1.12
H 5.18 -5.99 2.55
H 2.83 -6.49 3.10
H 1.03 -5.01 2.25
C -0.55 3.16 -3.12
C 0.29 2.05 -2.49
O -0.16 1.49 -1.43
C 1.40 1.63 -3.18
C 2.23 0.55 -2.72
C 2.81 -0.37 -3.76
N 2.61 0.34 -1.49
N 2.63 1.45 -0.64
C 2.78 1.21 0.65
O 2.49 0.11 1.24
C 3.43 2.29 1.44
C 3.29 2.30 2.82
C 4.04 3.17 3.59
C 4.93 4.05 2.98
C 5.06 4.05 1.60
C 4.31 3.18 0.83
H -0.81 3.89 -2.35
H -0.01 3.65 -3.92
H -1.48 2.74 -3.51
H 1.57 1.99 -4.18
H 3.68 0.12 -4.21
H 3.13 -1.30 -3.29
H 2.09 -0.58 -4.55
H 2.61 1.59 3.27
H 3.95 3.16 4.66
H 5.53 4.71 3.59
H 5.76 4.73 1.14
H 4.40 3.16 -0.24
C -1.40 -2.97 -1.18
N -1.25 -1.58 -1.59
C -0.50 -1.56 -2.85
C -2.56 -0.97 -1.84
C -3.48 -0.87 -0.63
N -3.14 0.18 0.31
C -3.99 0.06 1.48
C -3.22 1.50 -0.29
H -2.02 -3.53 -1.90
H -1.85 -3.03 -0.19
H -0.41 -3.43 -1.12
H -1.03 -2.14 -3.62
H 0.48 -2.00 -2.69
H -0.38 -0.54 -3.20
H -3.09 -1.56 -2.62
H -2.38 0.03 -2.23
H -3.46 -1.81 -0.08
H -4.52 -0.73 -1.01
H -5.07 0.14 1.24
H -3.74 0.85 2.18
H -3.80 -0.89 1.96
H -4.08 1.59 -0.98
H -2.30 1.71 -0.83
H -3.34 2.24 0.49
*
```

Here are the Mulliken charges for atoms 1 to 6, given in e: Gd -0.3694; C -1.6886; C 0.8341; O -0.4645; C -1.2069; C 0.8117


Entry 2:
Below is C30H40NP2PbS2 as an isolated structure, with properties calculated with ωB97M-V with the def2-TZVPD basis set.

Computed properties:
Total energy   -2893.95615 hartree
Frontier orbital gap   0.2338 Eh

Structure (ORCA input):
```
! RIJCOSX wB97M-V def2-TZVPD def2/J DEFGRID3
* xyz -1 1
Pb -0.69 1.03 -0.48
C -4.11 -3.17 -0.36
C -3.62 -1.74 -0.15
C -4.05 -0.86 -1.33
P -1.79 -1.47 0.15
C -0.79 -2.83 -0.66
C -0.96 -4.23 -0.08
C -0.93 -2.82 -2.18
C -1.51 -1.79 1.92
C -2.32 -2.66 2.64
C -2.09 -2.95 3.98
C -0.99 -2.36 4.60
C -0.17 -1.49 3.91
C -0.42 -1.13 2.56
N 0.36 -0.29 1.84
C 1.10 0.72 2.37
C 0.81 1.37 3.59
C 1.61 2.39 4.07
C 2.71 2.83 3.35
C 2.96 2.28 2.11
C 2.17 1.25 1.59
P 2.35 0.55 -0.09
C 3.83 -0.62 0.12
C 3.26 -1.96 0.58
C 4.93 -0.16 1.07
C 3.02 1.93 -1.20
C 2.22 3.23 -1.05
C 4.52 2.24 -1.20
H -5.20 -3.17 -0.43
H -3.83 -3.84 0.46
H -3.71 -3.58 -1.29
H -4.08 -1.34 0.76
H -3.48 -1.12 -2.23
H -3.87 0.19 -1.12
H -5.11 -1.00 -1.54
H 0.22 -2.48 -0.40
H -1.92 -4.67 -0.35
H -0.88 -4.22 1.01
H -0.17 -4.88 -0.48
H -1.91 -3.18 -2.50
H -0.17 -3.47 -2.62
H -0.79 -1.82 -2.59
H -3.17 -3.12 2.16
H -2.73 -3.63 4.51
H -0.77 -2.60 5.63
H 0.70 -1.07 4.40
H -0.07 1.07 4.14
H 1.37 2.85 5.02
H 3.35 3.62 3.74
H 3.80 2.65 1.53
H 4.24 -0.75 -0.89
H 2.77 -1.84 1.55
H 4.05 -2.71 0.68
H 2.51 -2.33 -0.12
H 4.52 -0.02 2.07
H 5.39 0.77 0.75
H 5.71 -0.92 1.13
H 2.79 1.52 -2.19
H 2.29 3.62 -0.03
H 1.17 3.09 -1.28
H 2.61 3.98 -1.73
H 4.84 2.71 -0.27
H 4.73 2.96 -2.00
H 5.13 1.36 -1.38
S -0.97 0.82 -3.08
C -1.94 2.27 -3.44
C -1.98 2.63 -4.79
C -2.70 3.73 -5.23
C -3.40 4.50 -4.31
C -3.37 4.15 -2.97
C -2.65 3.04 -2.51
S -2.73 2.74 -0.76
H -1.42 2.03 -5.50
H -2.70 4.00 -6.28
H -3.95 5.37 -4.63
H -3.91 4.74 -2.24
*
```

Here are the Mulliken charges for atoms 1 to 6, given in e: Pb 0.9600; C -1.6309; C 0.4844; C -1.2179; P 0.7049; C 2.1138


Entry 3:
Below is C30H41Cl2MoO2P3 as an isolated structure, with properties calculated with ωB97M-V with the def2-TZVPD basis set.

Computed properties:
Total energy   -3330.36122 hartree
Frontier orbital gap (alpha / beta)   0.2844 / 0.2848 Eh

Structure (ORCA input):
```
! RIJCOSX wB97M-V def2-TZVPD def2/J DEFGRID3
* xyz 2 3
P 1.27 1.45 -4.35
C 3.02 1.70 -4.71
C 3.59 1.16 -5.88
H 3.00 0.50 -6.51
C 4.92 1.46 -6.22
H 5.34 1.03 -7.12
C 5.68 2.31 -5.41
H 6.71 2.54 -5.69
C 5.11 2.85 -4.26
H 5.70 3.52 -3.63
C 3.79 2.55 -3.90
H 3.35 2.97 -2.99
C 0.66 0.15 -5.42
C 1.22 -1.13 -5.24
H 2.12 -1.25 -4.63
C 0.61 -2.24 -5.82
H 1.02 -3.23 -5.65
C -0.53 -2.07 -6.62
H -1.00 -2.93 -7.09
C -1.04 -0.79 -6.86
H -1.91 -0.65 -7.50
C -0.44 0.32 -6.27
H -0.83 1.33 -6.46
C 0.36 2.96 -4.72
C 0.53 3.56 -5.98
H 1.25 3.13 -6.69
C -0.24 4.67 -6.34
H -0.12 5.10 -7.33
C -1.15 5.20 -5.43
H -1.76 6.06 -5.72
C -1.28 4.65 -4.15
H -1.97 5.08 -3.43
C -0.52 3.53 -3.78
H -0.60 3.13 -2.76
Mo 0.25 -0.13 -0.66
C -1.62 -1.22 -0.93
C -2.32 -1.07 -2.08
H -2.08 -1.80 -0.11
C -1.71 -0.09 -3.09
O -2.66 0.97 -3.33
H -2.23 1.76 -3.72
C -0.48 0.37 -2.43
H -1.47 -0.60 -4.04
C 0.76 0.88 -2.63
Cl -0.77 -0.13 1.54
Cl 2.22 0.98 0.18
P 1.38 -2.15 -0.63
C 2.04 -2.37 1.06
H 1.21 -2.54 1.75
H 2.57 -1.46 1.36
H 2.72 -3.24 1.06
C 0.46 -3.67 -0.95
H 0.01 -3.62 -1.95
H -0.35 -3.76 -0.21
H 1.13 -4.54 -0.88
C 2.81 -2.18 -1.73
H 3.36 -1.24 -1.65
H 2.47 -2.30 -2.77
H 3.46 -3.02 -1.46
P -3.93 -1.86 -2.39
C -4.37 -2.86 -0.97
C -3.71 -2.85 -3.87
H -4.47 -2.22 -0.08
H -3.62 -3.64 -0.79
H -5.34 -3.34 -1.18
H -3.33 -2.22 -4.69
H -4.68 -3.28 -4.16
H -3.00 -3.67 -3.67
C -5.12 -0.56 -2.68
H -5.33 -0.04 -1.73
H -6.05 -1.00 -3.08
H -4.68 0.15 -3.39
H 1.31 1.47 -1.85
C -0.82 3.04 1.02
O -1.29 2.57 -0.26
H 0.27 2.94 1.06
H -1.24 2.45 1.85
H -1.13 4.09 1.12
H -1.87 1.81 -0.06
*
```

Here are the Mulliken charges for atoms 1 to 6, given in e: P 1.4370; C 0.5468; C -0.0304; H 0.3837; C -0.7273; H 0.4353


Entry 4:
Below is C30H41Cl2N2O2P3Zr as an isolated structure, with properties calculated with ωB97M-V with the def2-TZVPD basis set.

Computed properties:
Total energy   -3418.82241 hartree
Frontier orbital gap   0.2815 Eh

Structure (ORCA input):
```
! RIJCOSX wB97M-V def2-TZVPD def2/J DEFGRID3
* xyz 2 1
P 1.89 0.57 -1.89
C 2.17 1.63 -3.39
C 2.97 2.80 -3.35
H 3.41 3.12 -2.40
C 3.22 3.50 -4.53
H 3.85 4.38 -4.48
C 2.69 3.05 -5.73
H 2.88 3.60 -6.65
C 1.89 1.90 -5.78
H 1.48 1.54 -6.73
C 1.63 1.18 -4.61
H 1.04 0.26 -4.63
C 2.60 1.63 -0.61
C 1.76 2.62 -0.07
H 0.72 2.67 -0.41
C 2.28 3.53 0.85
H 1.62 4.30 1.25
C 3.62 3.46 1.23
H 4.01 4.18 1.94
C 4.46 2.49 0.69
H 5.51 2.43 0.97
C 3.96 1.57 -0.24
H 4.62 0.83 -0.69
C 3.28 -0.62 -2.16
C 4.32 -0.39 -3.09
H 4.29 0.48 -3.75
C 5.40 -1.27 -3.14
H 6.19 -1.09 -3.86
C 5.45 -2.36 -2.27
H 6.29 -3.04 -2.30
C 4.42 -2.59 -1.35
H 4.46 -3.43 -0.66
C 3.33 -1.72 -1.29
H 2.51 -1.88 -0.58
Zr -3.21 -1.39 -0.01
C -2.69 -1.26 2.14
C -1.44 -0.90 2.54
H -3.42 -1.58 2.89
C -0.40 -0.36 1.51
O 0.82 -1.12 1.77
H 1.48 -0.97 1.07
C -0.80 -0.39 0.00
H -0.25 0.70 1.83
C 0.03 0.02 -1.01
Cl -5.29 -2.07 0.80
Cl -3.91 -0.89 -2.32
P -4.26 1.10 0.41
C -6.05 1.27 0.08
H -6.62 0.67 0.81
H -6.28 0.89 -0.92
H -6.34 2.33 0.16
C -4.19 1.95 2.02
H -3.15 2.02 2.36
H -4.75 1.36 2.77
H -4.63 2.96 1.93
C -3.62 2.43 -0.66
H -3.76 2.16 -1.71
H -2.55 2.56 -0.49
H -4.15 3.37 -0.43
P -0.88 -1.07 4.33
C -2.24 -1.31 5.44
C 0.02 0.40 4.79
H -2.80 -2.21 5.21
H -2.93 -0.47 5.45
H -1.85 -1.42 6.45
H 0.85 0.57 4.10
H 0.43 0.24 5.80
H -0.63 1.27 4.82
C 0.18 -2.50 4.39
H -0.41 -3.40 4.22
H 0.66 -2.56 5.37
H 0.93 -2.40 3.60
H -0.14 0.26 -2.17
N -4.38 -4.76 -1.03
C -3.11 -4.51 -0.64
N -2.23 -5.51 -0.55
O -2.71 -3.31 -0.40
H -4.67 -5.75 -1.17
H -5.08 -4.00 -0.98
H -1.30 -5.28 -0.19
H -2.52 -6.49 -0.66
*
```

Here are the Mulliken charges for atoms 1 to 6, given in e: P 1.3686; C -0.1582; C 0.1940; H 0.2669; C -0.7251; H 0.4377


Entry 5:
Below is a 12-piece molecular cluster, C30H41FN12O3 overall, with properties calculated with ωB97M-V with the def2-TZVPD basis set.

Computed properties:
Structure (SMILES)   [H]/N=C\CC1=C(CCF)C(=O)OC1=O.CC#N.CC#N.CC#N.CC#N.CC#N.CC#N.CC#N.CC#N.CC#N.CC#N.CC#N
Total energy   -2150.30202 hartree
Frontier orbital gap   0.3336 Eh

Structure (ORCA input):
```
! RIJCOSX wB97M-V def2-TZVPD def2/J DEFGRID3
* xyz 0 1
H 4.53 -0.95 0.60
N 3.74 -1.42 1.04
C 2.92 -1.80 0.16
C 3.11 -1.61 -1.35
C 2.72 -2.85 -2.09
C 3.43 -3.93 -2.43
C 4.87 -4.26 -2.21
C 5.08 -5.56 -1.42
F 5.70 -5.28 -0.20
C 2.51 -4.87 -3.12
O 2.74 -5.89 -3.69
O 1.22 -4.35 -3.07
C 1.33 -3.06 -2.59
O 0.44 -2.29 -2.65
H 2.01 -2.32 0.47
H 2.46 -0.79 -1.67
H 4.15 -1.35 -1.54
H 5.35 -3.44 -1.67
H 5.36 -4.35 -3.18
H 5.72 -6.26 -1.97
H 4.13 -6.06 -1.20
C 3.82 1.82 2.72
C 4.61 1.60 1.52
N 5.19 1.35 0.56
H 3.03 2.54 2.53
H 3.37 0.88 3.02
H 4.46 2.19 3.53
C -0.37 2.67 0.76
C 0.65 3.52 1.36
N 1.46 4.18 1.83
H 0.09 1.81 0.29
H -1.06 2.33 1.53
H -0.93 3.23 0.01
C 1.08 -6.60 -6.46
C 0.48 -6.45 -7.78
N 0.01 -6.33 -8.82
H 1.42 -5.63 -6.09
H 0.34 -7.00 -5.76
H 1.93 -7.28 -6.51
C 0.10 7.81 0.78
C -0.66 6.61 0.44
N -1.24 5.65 0.22
H -0.20 8.64 0.13
H -0.08 8.07 1.82
H 1.16 7.61 0.65
C -4.56 6.66 0.69
C -5.73 6.49 -0.16
N -6.66 6.34 -0.82
H -4.62 5.98 1.54
H -3.65 6.44 0.14
H -4.52 7.68 1.07
C 2.08 -2.60 4.96
C 1.59 -1.82 3.83
N 1.24 -1.19 2.93
H 2.94 -2.10 5.40
H 1.29 -2.69 5.71
H 2.37 -3.59 4.62
C -8.36 3.43 -0.33
C -8.27 2.30 0.58
N -8.20 1.41 1.31
H -9.15 4.11 -0.01
H -7.42 3.98 -0.35
H -8.58 3.08 -1.34
C -1.44 4.59 -3.77
C -1.26 3.37 -2.99
N -1.13 2.41 -2.38
H -2.28 5.16 -3.37
H -0.54 5.20 -3.71
H -1.64 4.34 -4.81
C -0.42 2.96 4.92
C 0.87 2.68 5.53
N 1.89 2.44 6.00
H -0.42 3.97 4.51
H -0.59 2.25 4.12
H -1.23 2.88 5.64
C -5.02 2.19 7.22
C -4.16 2.82 6.23
N -3.49 3.32 5.45
H -6.05 2.21 6.88
H -4.71 1.15 7.37
H -4.94 2.72 8.17
C -0.02 -10.02 -4.36
C 0.88 -10.24 -5.48
N 1.60 -10.41 -6.36
H -0.78 -9.28 -4.63
H -0.52 -10.95 -4.09
H 0.54 -9.66 -3.50
*
```

Here are the Mulliken charges for atoms 1 to 6, given in e: H 0.2306; N -0.6246; C -0.0874; C -0.7078; C 0.3312; C 0.3993


Entry 6:
Below is C30H41FN3P2Re as an isolated structure, with properties calculated with ωB97M-V with the def2-TZVPD basis set.

Computed properties:
Total energy   -2191.88276 hartree
Frontier orbital gap (alpha / beta)   0.2550 / 0.2049 Eh

Structure (ORCA input):
```
! RIJCOSX wB97M-V def2-TZVPD def2/J DEFGRID3
* xyz 3 4
Re -0.46 -0.06 0.27
C 2.05 1.96 1.93
P 0.32 1.97 1.42
C -0.62 2.46 2.89
C 0.11 3.38 0.27
C -1.16 3.19 -0.56
P -1.09 1.55 -1.34
C -2.68 1.20 -2.12
C 0.19 1.71 -2.60
H 2.33 2.95 2.28
H 2.70 1.68 1.11
H 2.19 1.25 2.75
H -0.22 3.42 3.23
H -0.49 1.74 3.70
H -1.68 2.59 2.67
H 1.00 3.45 -0.36
H 0.08 4.30 0.85
H -1.26 3.96 -1.32
H -2.06 3.24 0.06
H -2.79 1.85 -2.99
H -3.49 1.43 -1.44
H -2.74 0.16 -2.44
H -0.18 2.38 -3.38
H 0.44 0.75 -3.06
H 1.09 2.15 -2.16
C -0.81 -5.09 0.10
C -1.93 -4.06 0.27
C -1.65 -3.18 1.47
C -2.27 -3.34 -1.03
C -3.45 -3.75 -1.66
C -3.76 -3.37 -2.96
C -2.84 -2.64 -3.69
C -1.65 -2.18 -3.12
C -0.65 -1.53 -4.07
C -0.09 -2.59 -5.04
C -1.24 -0.40 -4.92
C -1.44 -2.46 -1.76
N -0.32 -1.79 -1.08
C 0.91 -2.23 -1.39
C 1.25 -3.43 -2.08
C 2.57 -3.74 -2.32
C 3.60 -2.89 -1.92
C 3.33 -1.68 -1.25
C 2.02 -1.43 -1.02
F 1.62 -0.22 -0.38
H -0.80 -5.77 0.95
H 0.17 -4.62 0.05
H -0.95 -5.70 -0.80
H -2.84 -4.63 0.50
H -0.73 -2.60 1.28
H -1.45 -3.78 2.36
H -2.47 -2.50 1.68
H -4.11 -4.42 -1.13
H -4.68 -3.70 -3.42
H -3.04 -2.44 -4.73
H 0.20 -1.15 -3.50
H -0.89 -3.02 -5.63
H 0.41 -3.41 -4.53
H 0.62 -2.14 -5.72
H -1.93 -0.80 -5.67
H -0.46 0.12 -5.46
H -1.80 0.33 -4.34
H 0.45 -4.09 -2.38
H 2.82 -4.66 -2.83
H 4.63 -3.15 -2.12
H 4.11 -0.99 -0.94
N -5.88 -0.24 5.33
C -5.06 -0.20 4.53
C -4.03 -0.15 3.53
C -4.33 0.25 2.23
C -3.32 0.30 1.30
N -2.04 -0.01 1.60
C -1.76 -0.40 2.87
C -2.72 -0.49 3.85
H -5.34 0.51 1.94
H -3.52 0.58 0.28
H -0.72 -0.65 3.08
H -2.45 -0.81 4.85
*
```

Here are the Mulliken charges for atoms 1 to 6, given in e: Re 0.5915; C -1.3697; P 1.0263; C -1.4043; C -1.1975; C -0.8949